Record 1
67
Properties=species:S:1:pos:R:3:forces:R:3 method="wB97M-V/def2-TZVPD" orbital_gap_ev=8.47 total_charge=0 spin_multiplicity=1 smiles="NB(O)P(c1ccccn1)C(F)(F)c1cccc(C(F)(F)F)c1.O=S1(=O)OCCO1.O=S1(=O)OCCO1.O=S1(=O)OCCO1"
N -1.456 -6.651 3.056 0.8 1.0 0.3
B -0.387 -5.951 2.274 1.1 -0.4 2.6
O 0.957 -5.917 2.857 -2.5 0.6 -0.6
P -0.609 -5.056 0.600 0.7 0.8 -0.8
C -0.195 -3.231 0.977 0.2 3.8 0.2
C -0.293 -2.139 -0.104 0.7 1.0 0.9
C 0.057 -0.625 0.086 0.3 -3.6 4.6
C 0.493 -0.320 1.573 -1.3 -3.3 -2.4
C 0.494 -1.530 2.530 0.1 1.1 -1.0
N 0.204 -2.899 2.304 -0.5 3.0 -3.0
C -2.416 -5.030 0.020 -2.1 1.0 -0.5
F -2.909 -6.344 -0.314 1.1 2.7 1.0
F -2.418 -4.294 -1.240 0.1 -1.4 2.1
C -3.419 -4.229 0.978 -2.9 1.6 2.3
C -4.102 -4.955 2.167 -0.4 2.4 -0.4
C -5.059 -4.283 3.196 2.0 2.2 -3.5
C -5.379 -2.783 3.000 2.3 -2.3 -2.0
C -4.743 -2.022 1.782 0.7 -2.5 0.8
C -5.186 -0.477 1.649 -0.7 -1.9 0.3
F -4.679 0.323 2.700 -1.0 -1.4 -2.9
F -6.619 -0.476 1.822 3.2 0.7 -0.7
F -4.861 -0.011 0.354 -0.8 -0.3 3.3
C -3.757 -2.704 0.774 -1.6 -1.6 2.7
H -1.833 -5.929 3.712 -0.2 -0.7 -0.8
H -1.058 -7.377 3.673 -0.1 0.5 -0.5
H 0.807 -5.551 3.767 0.4 -0.7 -1.0
H -0.628 -2.473 -1.154 0.6 0.5 1.9
H -0.024 0.167 -0.726 0.1 -1.5 1.3
H 0.789 0.744 1.911 -0.6 -2.3 -0.5
H 0.781 -1.272 3.619 -0.5 -0.6 -2.0
H -3.886 -6.066 2.295 -0.3 1.7 -0.2
H -5.472 -4.933 4.039 0.6 1.3 -1.4
H -6.073 -2.287 3.759 1.2 -0.5 -1.5
H -3.323 -2.093 -0.099 -0.8 -1.2 1.6
O -0.471 1.380 -2.222 0.5 0.6 -1.0
S 0.294 1.459 -3.432 -0.1 -0.5 -0.3
O 1.196 2.537 -3.708 -0.5 -0.6 0.5
O -0.721 1.297 -4.686 0.4 0.0 1.0
C -0.327 0.176 -5.479 0.4 -0.3 -0.5
C 0.357 -0.779 -4.514 -0.6 -0.4 -0.1
O 1.093 0.061 -3.623 -0.1 1.1 -0.1
H 0.369 0.529 -6.246 0.0 -0.1 0.0
H -1.196 -0.275 -5.960 0.0 0.2 0.2
H 1.021 -1.479 -5.021 0.1 0.2 0.2
H -0.376 -1.337 -3.924 0.0 0.0 -0.1
O 2.660 1.232 3.230 -0.4 1.0 0.4
S 2.422 2.621 3.493 0.3 0.2 0.1
O 1.592 3.080 4.565 0.6 -0.6 -0.7
O 1.922 3.319 2.116 0.4 -0.6 0.5
C 2.814 4.379 1.765 0.2 0.7 0.1
C 4.162 3.978 2.345 0.2 -0.2 -0.7
O 3.858 3.369 3.601 -1.0 -0.1 0.1
H 2.445 5.301 2.223 0.1 0.0 -0.1
H 2.852 4.502 0.682 -0.1 -0.2 0.1
H 4.826 4.832 2.482 -0.1 -0.1 0.2
H 4.656 3.231 1.717 0.0 0.1 0.0
O 5.326 7.838 -3.701 -0.2 -0.7 0.9
S 4.777 6.858 -2.812 -0.1 0.0 -0.3
O 5.191 6.728 -1.447 -0.2 0.3 -0.9
O 4.891 5.406 -3.528 -0.1 0.9 0.1
C 3.589 4.830 -3.650 -0.5 -0.4 0.3
C 2.634 6.010 -3.747 -0.1 -0.2 -0.7
O 3.160 6.986 -2.847 0.8 -0.3 0.4
H 3.393 4.237 -2.753 -0.1 0.0 -0.1
H 3.538 4.186 -4.528 0.2 0.1 0.1
H 1.614 5.743 -3.473 0.2 0.1 0.2
H 2.639 6.440 -4.753 0.0 -0.1 0.0


Record 2
53
Properties=species:S:1:pos:R:3:forces:R:3 method="wB97M-V/def2-TZVPD" orbital_gap_ev="5.15 / 5.10" total_charge=+1 spin_multiplicity=1 e_above_lowest_kj_mol=266.2
Ir 0.441 0.824 0.251 1.4 -1.7 2.3
C 2.528 2.971 -1.298 -0.1 0.0 0.1
C 1.258 2.264 -1.668 -0.2 -0.4 1.2
C 0.031 2.957 -1.707 -0.9 -0.1 -0.5
C -1.071 2.447 -2.400 0.6 0.7 0.5
C -2.340 3.226 -2.483 -0.1 0.1 0.0
C -0.931 1.249 -3.097 0.8 -0.4 0.1
C 0.255 0.517 -3.061 -0.2 0.3 -0.2
C 0.392 -0.719 -3.881 -0.1 -0.3 -0.1
C 1.323 0.999 -2.299 -0.5 -0.3 -0.2
H 2.903 3.459 -2.199 0.1 0.0 0.0
H 3.299 2.283 -0.956 0.0 0.0 -0.1
H 2.373 3.739 -0.547 -0.1 0.0 0.1
H -0.026 3.940 -1.262 0.0 0.0 0.2
H -2.425 3.686 -3.468 0.0 0.0 -0.1
H -2.373 4.014 -1.738 -0.1 0.0 0.1
H -3.201 2.575 -2.357 -0.1 0.0 0.1
H -1.752 0.869 -3.686 -0.2 0.0 -0.1
H 0.290 -0.468 -4.938 0.1 0.0 0.0
H -0.407 -1.415 -3.632 0.1 -0.1 -0.1
H 1.350 -1.205 -3.718 0.1 0.0 -0.1
H 2.268 0.473 -2.325 0.1 -0.1 0.1
B -0.238 4.378 3.289 0.1 1.0 0.6
C 0.002 3.295 2.258 0.4 -0.7 -1.0
N 0.198 2.486 1.447 0.3 -0.4 -0.9
H 0.778 4.938 3.578 0.6 -0.3 -0.1
H -0.687 3.882 4.269 -0.4 -0.2 0.3
H -0.878 5.259 2.788 -0.5 -0.1 -0.2
O 1.780 -2.415 0.780 -0.4 -0.3 -0.3
C 0.655 -2.299 0.314 1.1 -1.3 0.9
N 0.202 -1.233 -0.355 -0.7 2.3 -0.7
S -1.438 -1.255 -0.530 0.2 -1.4 -1.1
O -1.884 -0.049 0.153 0.5 1.0 0.5
O -1.836 -1.361 -1.900 -0.3 0.0 0.2
C -1.678 -2.860 0.219 0.6 0.3 -0.1
C -2.778 -3.685 0.269 -0.3 0.0 0.0
C -2.566 -5.021 0.596 -0.1 0.1 0.0
C -1.292 -5.508 0.852 0.1 0.0 0.0
C -0.190 -4.667 0.812 -0.1 0.2 -0.1
C -0.402 -3.340 0.474 0.0 0.0 0.1
H -3.765 -3.313 0.040 -0.1 0.0 0.0
H -3.400 -5.705 0.625 -0.1 0.0 0.0
H -1.150 -6.558 1.056 0.0 -0.1 0.1
H 0.807 -5.034 0.998 0.1 0.0 0.0
N 0.865 -1.435 4.392 -0.1 0.1 -0.2
C 1.124 -0.856 3.210 0.5 -0.3 0.7
O 0.239 -0.464 2.470 -0.7 0.8 -1.3
C 2.612 -0.781 2.941 0.2 0.1 -0.2
I 3.097 0.171 1.088 -1.4 1.0 -0.2
H -0.090 -1.553 4.693 0.0 0.1 0.0
H 1.599 -1.699 5.027 0.0 0.0 0.0
H 3.024 -1.790 2.888 0.0 0.1 -0.2
H 3.103 -0.214 3.731 0.0 0.1 -0.1


Record 3
55
Properties=species:S:1:pos:R:3:forces:R:3 method="wB97M-V/def2-TZVPD" orbital_gap_ev="7.10 / 7.10" total_charge=0 spin_multiplicity=1 e_above_lowest_kj_mol=46.1
Mg 0.255 0.373 -0.130 -0.3 -0.4 0.9
C 1.041 -1.652 5.632 -0.2 0.3 -0.1
C 1.160 -2.592 4.417 -1.2 0.4 -0.3
N 0.065 -2.520 3.422 -0.6 -0.9 1.3
C -0.120 -1.590 2.477 -0.3 0.6 -1.0
S 0.961 -0.176 2.339 -1.3 -1.2 0.2
N -1.238 -1.853 1.744 0.2 -0.5 0.7
N -1.510 -0.935 0.844 -1.6 3.0 -0.2
C -2.769 -0.554 0.571 2.6 -3.2 -0.2
C -3.939 -1.453 0.906 -0.2 0.8 -0.3
C -2.894 0.745 -0.026 -0.7 1.4 -0.7
C -4.133 1.237 -0.496 0.1 0.2 -0.7
C -4.324 2.605 -0.646 0.3 0.0 0.2
C -3.306 3.487 -0.241 -0.3 -0.7 0.6
C -2.134 2.922 0.205 0.7 -1.0 -0.6
N -1.866 1.587 0.100 0.3 1.3 1.5
H 1.834 -1.944 6.330 0.0 0.3 -0.1
H 1.158 -0.588 5.322 -0.1 -0.8 0.3
H 0.091 -1.772 6.204 0.5 0.0 -0.7
H 2.066 -2.407 3.847 0.3 -0.1 0.3
H 1.111 -3.611 4.793 0.4 -0.1 -0.2
H -0.770 -3.136 3.587 1.3 0.9 -0.5
H -3.845 -1.672 1.959 -0.3 -0.3 0.4
H -4.914 -0.994 0.681 0.4 0.1 0.4
H -3.941 -2.384 0.336 0.4 -0.1 0.1
H -4.838 0.515 -0.908 -0.2 0.3 0.6
H -5.282 3.001 -0.972 0.2 -0.2 -0.2
H -3.408 4.555 -0.176 -0.3 0.2 0.0
H -1.379 3.541 0.717 -0.1 -0.4 -0.8
C 0.112 -2.905 -2.918 1.8 2.2 -0.9
C -0.314 -2.232 -1.791 0.3 2.1 -0.3
N 0.126 -0.912 -1.784 -0.1 -2.4 -1.3
N 0.923 -0.794 -2.917 0.0 -0.2 1.2
C 0.962 -1.938 -3.566 -1.2 -2.0 0.3
B 2.048 0.318 -2.938 -2.1 0.1 -0.3
N 1.237 1.641 -2.694 0.4 1.2 1.9
C 1.307 2.768 -3.413 -0.5 0.7 -0.4
C 0.933 3.878 -2.635 0.5 -1.3 0.6
C 0.769 3.329 -1.336 0.1 -1.7 -0.8
N 0.905 1.966 -1.347 0.2 2.3 -2.3
N 2.885 0.077 -1.709 1.4 -0.9 1.6
C 4.229 -0.007 -1.676 0.4 0.5 0.9
C 4.650 -0.145 -0.347 0.2 -0.1 -0.8
C 3.464 -0.237 0.411 -0.5 -0.1 -3.0
N 2.378 -0.131 -0.422 2.0 0.4 -0.2
H -0.066 -3.873 -3.312 -0.2 -0.7 0.2
H -0.904 -2.592 -0.972 -0.3 0.0 0.1
H 1.605 -2.120 -4.415 -0.1 0.3 -0.1
H 2.617 0.369 -4.031 -0.1 -0.2 0.9
H 1.614 2.755 -4.480 -0.3 -0.1 1.0
H 0.857 4.901 -2.962 0.1 0.0 0.1
H 0.627 3.808 -0.370 -0.2 0.0 -0.4
H 4.861 0.056 -2.566 -0.5 0.1 0.3
H 5.714 -0.178 -0.064 -0.9 -0.1 0.1
H 3.328 -0.539 1.416 -0.2 0.2 0.7


Record 4
59
Properties=species:S:1:pos:R:3:forces:R:3 method="wB97M-V/def2-TZVPD" orbital_gap_ev=6.21 total_charge=+3 spin_multiplicity=1 e_above_lowest_kj_mol=0.0
Pd -0.016 -0.032 0.157 -0.3 2.9 -1.2
C -0.180 0.103 4.441 0.1 0.1 -0.2
C -0.706 -0.304 3.226 0.1 -0.3 0.3
N -0.079 0.345 2.237 -0.4 -0.8 -1.2
N 0.846 1.146 2.775 0.4 0.1 0.2
C 0.804 1.030 4.105 -0.3 -0.3 0.2
B 1.781 2.008 1.909 -0.2 -0.1 -0.1
N 2.652 1.048 1.082 0.2 0.2 0.1
C 3.983 1.008 0.982 0.2 -0.3 -0.2
C 4.340 -0.068 0.176 -0.3 0.1 0.1
C 3.132 -0.650 -0.187 0.2 -0.4 0.0
N 2.129 0.046 0.361 -1.7 -0.2 -0.2
N 0.885 2.769 0.927 0.1 0.1 0.2
C 0.716 4.086 0.789 -0.3 0.2 -0.4
C -0.262 4.315 -0.174 0.2 -0.3 0.2
C -0.651 3.046 -0.585 -0.4 0.2 -0.3
N 0.054 2.130 0.083 0.2 -1.6 0.3
H -0.463 -0.230 5.424 -0.1 0.1 0.0
H -1.472 -1.036 3.030 0.1 0.0 0.0
H 1.457 1.606 4.739 0.0 0.1 -0.1
H 2.444 2.728 2.570 0.0 0.1 0.0
H 4.604 1.738 1.474 -0.1 0.0 0.1
H 5.329 -0.390 -0.097 0.0 0.0 0.0
H 2.945 -1.519 -0.797 0.0 0.1 0.0
H 1.302 4.783 1.365 0.0 0.0 0.0
H -0.636 5.263 -0.518 0.0 0.0 -0.1
H -1.388 2.774 -1.322 0.0 0.0 0.0
N 1.940 0.518 -2.700 0.0 0.0 0.1
C 0.670 0.294 -3.016 -0.1 0.0 0.0
N 0.350 0.186 -4.282 0.2 0.0 -0.6
C -0.933 0.034 -4.625 0.6 0.1 0.8
N -1.257 -0.075 -5.890 -0.1 0.0 -0.1
N -1.913 0.008 -3.679 -0.8 0.0 -0.2
C -1.548 0.084 -2.443 0.1 -0.2 -0.3
N -0.273 0.204 -2.019 0.7 -0.5 1.4
C -2.593 0.079 -1.404 -0.1 -0.1 -0.3
C -3.935 0.086 -1.738 0.0 0.0 0.2
C -4.878 0.103 -0.718 0.1 0.0 0.0
C -4.442 0.121 0.599 0.0 0.0 -0.2
C -3.081 0.118 0.851 0.0 0.0 0.5
N -2.182 0.090 -0.130 1.3 -0.3 0.3
H 2.614 0.593 -3.446 0.0 0.0 -0.1
H 2.227 0.674 -1.752 0.0 0.1 -0.1
H -0.539 -0.039 -6.597 0.0 0.0 0.0
H -2.220 -0.163 -6.172 0.0 0.0 0.0
H -4.217 0.080 -2.781 0.1 0.0 0.0
H -5.935 0.104 -0.949 0.0 0.0 0.0
H -5.141 0.143 1.422 0.0 0.0 0.0
H -2.708 0.153 1.865 0.0 0.0 -0.1
N 0.930 -4.942 1.866 0.0 0.2 0.0
C 0.439 -4.369 0.584 -0.2 0.5 -0.6
C 0.454 -2.828 0.755 0.6 -0.5 1.0
O 1.009 -2.405 1.767 -0.3 0.0 -0.5
O -0.095 -2.153 -0.181 0.0 1.5 0.4
H 1.635 -5.670 1.745 0.0 0.0 0.0
H 0.178 -5.323 2.440 0.0 0.0 0.0
H 1.331 -4.102 2.353 0.0 -0.2 0.1
H -0.556 -4.723 0.328 0.0 -0.1 0.1
H 1.117 -4.624 -0.229 0.0 -0.1 0.0


Record 5
51
Properties=species:S:1:pos:R:3:forces:R:3 method="wB97M-V/def2-TZVPD" orbital_gap_ev=7.14 total_charge=-1 spin_multiplicity=1 e_above_lowest_kj_mol=42.7
Pd 0.268 -1.759 0.200 -0.5 0.6 0.4
C -2.033 -5.319 1.590 0.0 0.0 0.0
C -1.272 -4.213 0.915 -0.2 0.0 0.1
N -0.711 -3.273 1.593 0.4 -0.3 -0.2
O -0.938 -3.360 2.978 0.1 0.1 0.0
C -1.155 -4.189 -0.531 0.0 0.0 0.0
C -1.746 -5.241 -1.416 0.1 0.0 0.0
N -0.468 -3.192 -1.067 0.0 -0.4 -0.3
O -0.221 -3.220 -2.310 -0.1 0.0 0.0
H -1.621 -5.511 2.577 0.0 0.0 0.0
H -1.997 -6.228 0.995 0.0 0.0 0.0
H -3.080 -5.035 1.716 0.0 0.0 0.0
H -0.469 -2.581 3.295 0.0 0.0 0.0
H -2.674 -5.642 -1.007 0.0 0.0 0.0
H -1.062 -6.078 -1.599 0.0 0.0 0.0
H -1.946 -4.787 -2.386 0.0 0.0 0.0
C 0.255 3.076 -2.218 0.0 0.0 0.0
C 0.126 1.576 -2.417 0.0 0.0 0.0
C 0.937 1.132 -3.632 0.0 0.0 0.0
O 0.675 0.910 -1.273 0.0 -0.1 0.0
B -0.052 -0.260 -1.059 0.4 0.1 -0.2
O -1.193 -0.256 -1.854 -0.1 0.0 0.1
C -1.333 1.041 -2.444 0.0 0.0 0.0
C -2.273 1.848 -1.552 0.0 0.0 0.0
C -1.932 0.884 -3.831 0.0 0.0 0.0
H 1.308 3.356 -2.240 0.0 0.0 0.0
H -0.157 3.381 -1.258 0.0 0.0 0.0
H -0.262 3.619 -3.014 0.0 0.0 0.0
H 1.987 1.363 -3.448 0.0 0.0 0.0
H 0.619 1.646 -4.542 0.0 0.0 0.0
H 0.845 0.055 -3.778 0.0 0.0 0.0
H -1.841 1.977 -0.559 0.0 0.0 0.0
H -3.207 1.296 -1.447 0.0 0.0 0.0
H -2.492 2.830 -1.976 0.0 0.0 0.0
H -1.369 0.162 -4.418 0.0 0.0 0.0
H -1.949 1.842 -4.357 0.0 0.0 0.0
H -2.958 0.522 -3.743 0.0 0.0 0.0
N 4.029 5.692 5.685 0.0 0.0 0.0
C 3.596 4.823 5.065 0.0 0.0 0.0
C 3.056 3.741 4.294 0.0 0.0 0.0
C 3.790 2.566 4.121 0.0 0.0 0.0
C 3.268 1.526 3.380 0.0 0.0 0.0
C 1.997 1.621 2.787 0.0 0.0 0.0
C 1.275 2.813 2.971 0.0 0.0 0.0
C 1.793 3.855 3.711 0.0 0.0 0.0
C 1.458 0.555 2.024 0.0 -0.1 0.0
C 1.000 -0.322 1.308 0.0 0.0 0.2
H 4.770 2.479 4.571 0.0 0.0 0.0
H 3.835 0.616 3.243 0.0 0.0 0.0
H 0.298 2.898 2.514 0.0 0.0 0.0
H 1.225 4.767 3.843 0.0 0.0 0.0